# 1
{
  "formula": "C2H3LiNdO2",
  "method": "wB97M-V/def2-TZVPD",
  "symbols": ["H", "O", "C", "C", "O", "Nd", "Li", "H", "H"],
  "xyz": [[-1.20664, -0.04213, -0.82669], [-1.67506, 0.54015, 1.62654], [-0.73306, -0.07351, 1.15286], [-0.29071, 0.32090, -0.23035], [0.94861, -0.15727, -0.63693], [2.39634, 0.73844, -2.48235], [1.54463, -1.60297, 0.26819], [-0.59888, -1.14496, 1.43354], [-0.38524, 1.42136, -0.30482]],
  "atomic_forces_ev_per_a": [[1.479, 0.051, 0.316], [2.106, -0.829, 0.088], [-3.525, 0.556, -0.416], [-1.815, 1.108, -0.344], [2.241, -0.292, -1.777], [-1.136, -0.202, 1.004], [-0.306, -0.198, 0.400], [0.715, 0.104, 0.585], [0.241, -0.298, 0.144]],
  "multiplicity": 5,
  "e_above_lowest_ev": 0.000,
  "molar_mass_g_mol": 210.23,
  "charge": 2,
  "s2": 6.0033,
  "total_energy_ha": -796.7708
}


# 2
{
  "formula": "C54H42NO3OsP3Si",
  "method": "wB97M-V/def2-TZVPD",
  "symbols": ["Os", "C", "C", "C", "C", "C", "C", "P", "C", "C", "C", "C", "C", "C", "C", "C", "C", "C", "C", "C", "Si", "C", "C", "C", "C", "C", "C", "P", "C", "C", "C", "C", "C", "C", "C", "C", "C", "C", "C", "C", "C", "C", "C", "C", "C", "C", "P", "C", "C", "C", "C", "C", "C", "C", "C", "C", "C", "C", "C", "H", "H", "H", "H", "H", "H", "H", "H", "H", "H", "H", "H", "H", "H", "H", "H", "H", "H", "H", "H", "H", "H", "H", "H", "H", "H", "H", "H", "H", "H", "H", "H", "H", "H", "H", "H", "H", "H", "H", "H", "H", "H", "O", "N", "O", "O"],
  "xyz": [[-0.41675, 0.66732, -0.53535], [-2.51855, -1.18632, -5.81144], [-1.46053, -1.83969, -5.18919], [-1.30166, -1.73919, -3.81967], [-2.19021, -0.97596, -3.06165], [-3.25831, -0.33863, -3.68545], [-3.41705, -0.44508, -5.06086], [-1.94393, -0.91718, -1.27658], [-3.45162, -0.24988, -0.55218], [-3.71779, 1.11702, -0.68368], [-4.89395, 1.64952, -0.17869], [-5.82049, 0.81694, 0.43074], [-5.56341, -0.54222, 0.56208], [-4.37677, -1.07624, 0.08873], [-1.72964, -2.63748, -0.82407], [-2.58305, -3.64668, -1.27803], [-2.31049, -4.95485, -0.92788], [-1.18747, -5.25204, -0.15604], [-0.33707, -4.24589, 0.26683], [-0.60161, -2.91234, -0.06284], [0.41911, -1.40711, 0.37793], [0.61744, -1.37113, 2.23428], [0.99366, -2.45651, 3.03324], [0.95843, -2.36175, 4.41139], [0.53668, -1.18368, 5.02741], [0.14641, -0.10524, 4.25736], [0.19573, -0.20834, 2.86582], [-0.39385, 1.11249, 1.79200], [-2.03206, 1.50800, 2.45756], [-2.40367, 2.79640, 2.83129], [-3.63198, 3.01044, 3.44357], [-4.47684, 1.94290, 3.70128], [-4.10411, 0.65389, 3.33783], [-2.89157, 0.43599, 2.71001], [0.64900, 2.56900, 2.06472], [1.69230, 2.51277, 2.98760], [2.45814, 3.64200, 3.24008], [2.20231, 4.82544, 2.56602], [1.16775, 4.88651, 1.64049], [0.38849, 3.76885, 1.39477], [2.05499, -1.57067, -0.61240], [2.07825, -2.38137, -1.78132], [3.17135, -2.43340, -2.59900], [4.30907, -1.63753, -2.32479], [4.34508, -0.87074, -1.20332], [3.24712, -0.84484, -0.27073], [1.87829, 0.64083, -0.92951], [3.67865, -0.55421, 1.13699], [3.84668, -1.65351, 1.97441], [4.43336, -1.49670, 3.21914], [4.87780, -0.24430, 3.62215], [4.72960, 0.84782, 2.77929], [4.12533, 0.69747, 1.53938], [2.32338, 0.96081, -2.64288], [1.89179, 0.29765, -3.79280], [2.29430, 0.74020, -5.03848], [3.12841, 1.84812, -5.15038], [3.55563, 2.52008, -4.01645], [3.15649, 2.07847, -2.76333], [-2.65018, -1.27084, -6.88182], [-0.77428, -2.43859, -5.77360], [-0.49888, -2.27818, -3.33052], [-3.97080, 0.23686, -3.11016], [-4.24971, 0.04857, -5.54312], [-3.02838, 1.77408, -1.20258], [-5.09342, 2.70776, -0.28015], [-6.74946, 1.22700, 0.80459], [-6.29055, -1.18755, 1.03684], [-4.17744, -2.13262, 0.20762], [-3.43426, -3.41406, -1.90685], [-2.96107, -5.75088, -1.26429], [-0.97525, -6.28097, 0.10314], [0.54106, -4.51158, 0.84222], [1.32060, -3.38563, 2.58373], [1.25070, -3.20919, 5.01760], [0.50190, -1.11878, 6.10664], [-0.20960, 0.80243, 4.73057], [-1.73772, 3.63249, 2.67238], [-3.91583, 4.01199, 3.73731], [-5.42289, 2.11123, 4.19860], [-4.75641, -0.18154, 3.55521], [-2.59672, -0.57490, 2.44794], [1.91080, 1.59473, 3.51650], [3.25154, 3.59736, 3.97462], [2.80012, 5.70428, 2.76815], [0.95536, 5.81136, 1.12101], [-0.42968, 3.84807, 0.69359], [1.21167, -2.99433, -1.99880], [3.17318, -3.08916, -3.46022], [5.16547, -1.67489, -2.98477], [5.23225, -0.30834, -0.94160], [3.53749, -2.63714, 1.63875], [4.56366, -2.35445, 3.86561], [5.35346, -0.12382, 4.58626], [5.09365, 1.82027, 3.08419], [4.01018, 1.55329, 0.88330], [1.21558, -0.53959, -3.71782], [1.94730, 0.23279, -5.92892], [3.43555, 2.19342, -6.12853], [4.19666, 3.38661, -4.10333], [3.49466, 2.60439, -1.87645], [-0.74688, 2.76513, -1.16295], [-0.69808, 2.48385, -2.42595], [-0.76328, 3.28375, -3.29061], [-0.56865, 1.21914, -2.62872]],
  "atomic_forces_ev_per_a": [[0.051, 0.036, -0.051], [0.025, -0.029, -0.011], [-0.027, 0.012, -0.042], [0.051, 0.013, 0.048], [-0.054, -0.076, -0.017], [0.037, 0.096, -0.034], [-0.007, 0.015, 0.043], [-0.094, 0.124, 0.045], [-0.095, -0.056, -0.018], [0.039, 0.000, 0.042], [0.003, -0.002, -0.002], [-0.016, -0.021, 0.004], [0.009, 0.009, -0.018], [0.015, 0.021, -0.024], [-0.026, -0.018, -0.007], [0.007, 0.020, 0.006], [-0.002, -0.005, -0.003], [-0.027, -0.006, -0.008], [0.048, 0.030, 0.007], [-0.002, -0.036, -0.013], [0.145, -0.100, -0.099], [-0.040, -0.040, 0.052], [-0.005, 0.009, -0.013], [-0.015, 0.032, 0.007], [0.010, -0.011, -0.025], [-0.015, 0.000, 0.041], [-0.030, 0.041, -0.039], [-0.068, 0.023, 0.027], [0.004, -0.012, 0.055], [-0.026, -0.001, -0.054], [0.017, -0.002, -0.005], [0.002, -0.007, 0.000], [0.003, 0.015, 0.016], [0.013, 0.002, 0.017], [0.021, -0.009, 0.108], [0.026, -0.017, -0.013], [0.014, -0.018, 0.003], [-0.018, 0.016, -0.023], [0.008, 0.008, 0.028], [-0.020, -0.023, -0.017], [0.139, -0.335, 0.114], [-0.079, 0.127, 0.057], [0.112, 0.069, -0.027], [-0.080, -0.059, -0.041], [-0.065, 0.019, 0.091], [0.434, -0.210, -0.093], [-0.414, 0.413, -0.048], [-0.082, 0.045, -0.022], [0.006, 0.026, 0.016], [0.008, 0.018, 0.004], [-0.013, -0.024, -0.005], [-0.032, 0.038, 0.002], [0.033, -0.011, 0.017], [0.018, -0.094, 0.010], [-0.075, 0.003, 0.046], [0.024, 0.023, -0.025], [-0.023, -0.029, -0.025], [0.022, 0.006, 0.053], [0.076, -0.023, -0.020], [0.004, 0.006, 0.000], [0.000, 0.000, 0.010], [0.035, -0.002, -0.014], [-0.009, -0.009, -0.007], [-0.003, -0.001, 0.004], [0.008, -0.002, 0.006], [0.003, 0.001, -0.002], [0.005, 0.004, 0.002], [-0.001, -0.004, -0.003], [-0.006, -0.019, 0.005], [-0.003, 0.009, 0.006], [0.002, -0.001, 0.002], [0.004, 0.002, -0.001], [0.002, 0.009, -0.005], [-0.009, -0.001, -0.003], [-0.004, -0.001, 0.003], [0.000, -0.001, 0.000], [-0.003, 0.003, -0.005], [-0.005, 0.001, 0.008], [0.004, 0.002, 0.002], [-0.004, -0.001, 0.003], [0.002, 0.002, -0.008], [-0.006, 0.013, 0.002], [0.023, 0.024, -0.032], [0.005, -0.013, -0.007], [-0.001, -0.001, -0.004], [0.003, -0.004, -0.003], [0.031, -0.007, 0.007], [0.004, 0.013, -0.023], [0.002, 0.007, -0.001], [-0.006, -0.002, -0.006], [0.012, -0.017, -0.007], [0.019, 0.023, -0.005], [0.000, 0.002, 0.004], [0.005, 0.001, -0.001], [-0.015, -0.001, -0.003], [-0.001, -0.007, 0.014], [-0.068, -0.062, 0.030], [-0.001, -0.002, 0.006], [0.000, 0.001, -0.002], [-0.003, 0.003, 0.000], [-0.018, 0.006, -0.002], [0.008, -0.008, -0.221], [0.075, -0.156, 0.107], [-0.021, -0.035, 0.095], [-0.044, 0.192, -0.067]],
  "molar_mass_g_mol": 1064.17,
  "charge": 2,
  "total_energy_ha": -3767.1532
}


# 3
{
  "formula": "C24H34BN6",
  "method": "wB97M-V/def2-TZVPD",
  "symbols": ["B", "H", "H", "H", "H", "N", "C", "C", "C", "C", "H", "H", "H", "H", "H", "N", "C", "C", "C", "C", "H", "H", "H", "H", "H", "N", "C", "C", "C", "C", "H", "H", "H", "H", "H", "N", "C", "C", "C", "C", "H", "H", "H", "H", "H", "N", "C", "C", "C", "C", "H", "H", "H", "H", "H", "N", "C", "C", "C", "C", "H", "H", "H", "H", "H"],
  "xyz": [[14.09800, 13.32400, 2.67700], [14.53900, 12.43600, 2.01400], [15.13700, 13.90700, 3.02900], [13.33000, 13.98000, 2.04300], [13.62300, 12.80000, 3.67600], [14.30100, 11.63900, -0.46800], [14.57600, 10.82400, -1.44200], [13.91600, 11.33200, -2.64600], [12.92600, 12.32000, -2.08600], [13.23600, 12.42700, -0.67900], [14.42200, 11.46600, 0.59400], [15.29300, 9.87600, -1.15400], [14.00700, 11.08000, -3.78200], [12.10600, 12.39700, -2.52400], [12.87600, 13.14700, -0.00800], [13.74500, 15.74000, 5.16800], [13.58100, 17.02300, 5.18500], [13.29500, 17.45900, 6.52700], [13.49500, 16.22000, 7.46300], [13.71100, 15.11800, 6.48200], [14.19800, 15.20300, 4.46100], [13.56200, 17.43400, 4.14600], [13.27500, 18.43500, 6.85500], [13.31000, 16.27600, 8.62300], [14.01500, 14.02100, 6.47700], [16.07900, 11.62100, 4.69900], [16.40500, 10.33700, 4.95300], [17.21700, 10.45200, 6.19200], [17.47100, 11.92100, 6.50000], [16.62200, 12.59500, 5.52200], [15.18100, 11.99300, 3.91300], [16.00900, 9.65000, 4.39700], [17.74800, 9.62800, 6.90600], [17.96900, 12.25500, 7.39700], [16.25600, 13.66900, 5.44600], [11.72500, 17.91900, -1.04500], [12.15500, 18.68500, 0.04800], [12.89900, 17.77400, 1.07600], [13.06200, 16.50900, 0.22800], [12.25700, 16.63900, -1.07100], [11.28300, 18.18300, -1.91000], [11.72300, 19.67900, 0.12100], [13.53600, 18.04600, 1.82100], [13.63300, 15.70000, 0.61300], [12.29100, 15.95100, -1.94400], [11.03400, 11.69300, 2.02700], [9.95700, 11.59300, 2.91300], [8.91500, 10.61000, 2.27900], [9.68000, 10.01300, 1.05700], [10.99000, 10.71500, 1.01800], [11.67700, 12.35200, 2.50200], [9.75800, 12.26200, 3.60900], [7.88100, 10.48600, 2.85200], [9.13000, 9.10900, 0.39500], [11.91300, 10.56900, 0.39900], [17.60300, 16.53900, 1.36500], [18.66600, 15.89400, 1.11400], [19.73700, 16.90800, 0.82900], [19.00600, 18.31200, 0.74400], [17.60700, 17.85000, 1.15000], [16.72200, 15.95400, 1.64200], [18.65700, 14.67700, 1.04600], [20.70700, 16.64200, 0.59100], [19.38400, 19.17200, 0.46500], [16.90400, 18.48200, 1.21500]],
  "atomic_forces_ev_per_a": [[0.822, -0.072, 0.594], [0.163, -0.656, -0.442], [-0.321, 0.357, -0.041], [-0.329, 0.300, 0.018], [-0.317, 0.094, 0.143], [-1.255, 0.347, 6.167], [2.454, -2.774, -4.074], [-0.874, -0.219, 1.709], [9.270, -3.245, 4.935], [-0.757, 0.578, -5.126], [0.568, 0.265, -2.330], [-1.739, 2.785, -1.384], [-0.167, 0.041, 2.656], [-7.050, 2.010, -3.859], [-0.367, 0.407, 1.102], [0.656, -4.504, 3.859], [-1.288, 2.991, 1.157], [1.764, -4.920, -0.617], [-0.729, 0.246, -3.610], [0.272, 2.702, 0.344], [-0.179, -0.317, -1.024], [0.005, 0.547, 1.476], [-0.429, 1.882, 0.578], [0.558, -0.545, -2.762], [-0.690, 1.776, 0.499], [-3.412, 3.393, -2.961], [4.077, 5.417, 7.057], [1.214, 0.188, 0.074], [-3.510, -2.605, -3.027], [0.772, -1.060, 1.436], [3.459, -1.399, 2.790], [-1.919, -4.260, -2.728], [-1.530, 1.844, -2.333], [-0.011, 0.286, -0.281], [0.830, -1.728, -0.048], [1.856, -1.289, 0.771], [0.609, -2.932, 2.054], [-3.398, -1.030, -9.638], [-3.098, 3.626, -1.412], [3.057, -0.006, 4.686], [-0.208, 0.906, 0.450], [0.295, -0.194, 0.252], [1.177, 0.872, 2.161], [0.158, -0.809, -0.230], [-0.408, 0.834, 0.901], [-2.122, -1.050, 2.449], [-2.907, -6.313, -7.651], [4.055, 1.987, 1.001], [-0.935, 0.988, 2.086], [-1.757, -0.545, 0.461], [0.975, -0.877, -1.846], [-0.499, 2.976, 3.198], [2.433, -0.188, -1.906], [2.278, 2.868, 1.727], [-1.480, 0.107, 0.508], [-7.087, -0.812, 1.300], [7.306, -1.902, -1.560], [-5.888, 1.224, 0.082], [-3.894, -11.575, 3.253], [9.630, -0.339, -2.024], [1.961, 1.923, -0.736], [0.276, 3.543, 0.491], [1.750, -0.225, -0.477], [1.562, 4.191, -1.109], [-5.705, 3.888, 0.808]],
  "e_above_lowest_ev": 2.431,
  "molar_mass_g_mol": 417.39,
  "charge": -1,
  "total_energy_ha": -1287.7870
}